(1)
Molecular formula: C9H14NS
Method: DFT, wB97M-V/def2-TZVPD

- calculated total energy (Ha) = -803.94255
- relative energy (zero: lowest compared OMol25 entry of this formula, charge and spin) (eV) = 1.8047
- max |F| (hartree/bohr) = 0.1111
- molar mass (g/mol) = 168.285
- HOMO-LUMO gap (eV) = 7.1
- E_HOMO (eV) = -12.189

Geometry as ORCA input:
```
! RIJCOSX wB97M-V def2-TZVPD def2/J DEFGRID3
* xyz 1 1
C 2.14 -0.68 -0.82
C 1.66 -1.93 -0.91
C 1.88 -0.06 0.45
C 1.07 -0.85 1.20
C -2.73 -1.49 0.78
C -2.51 -0.15 0.66
C 2.57 1.24 0.64
C -1.17 1.87 -0.23
C -1.58 0.47 -0.28
N -1.26 -0.21 -1.37
S 0.54 -2.29 0.41
H 2.76 -0.24 -1.58
H 1.72 -2.63 -1.61
H -3.51 -1.75 1.31
H -2.11 -2.19 0.31
H -3.01 0.66 1.06
H 2.66 1.73 -0.22
H 2.04 1.75 1.49
H 3.56 1.14 0.85
H -1.19 2.46 -1.15
H -0.12 2.11 0.17
H -1.78 2.35 0.43
H -0.64 0.16 -2.07
H -1.79 -0.99 -1.63
H 0.82 -0.50 2.13
*
```

=====

(2)
Molecular formula: C4H9O2S
Method: DFT, wB97M-V/def2-TZVPD

- <S²> = 0.7528
- calculated total energy (Ha) = -706.42395
- relative energy (zero: lowest compared OMol25 entry of this formula, charge and spin) (eV) = 0.0000
- max |F| (hartree/bohr) = 0.0125
- molar mass (g/mol) = 121.181
- HOMO-LUMO gap (alpha / beta) (eV) = 10.7 / 7.1
- E_HOMO (alpha / beta) (eV) = -10.073 / -9.718

Geometry as ORCA input:
```
! RIJCOSX wB97M-V def2-TZVPD def2/J DEFGRID3
* xyz 0 2
C -0.51 1.76 -0.93
C -1.00 0.60 -0.07
C -0.43 0.65 1.35
S 1.36 0.66 1.41
H -0.69 2.71 -0.43
H -0.97 1.77 -1.90
H 0.58 1.71 -1.07
H -2.08 0.62 -0.01
H -0.70 -0.35 -0.51
H -0.76 -0.24 1.89
H -0.79 1.53 1.86
O 0.07 -3.10 -0.89
C 1.07 -2.68 -0.39
O 1.69 -1.54 -0.76
H 1.54 -3.19 0.46
H 1.63 -0.90 -0.01
*
```

=====

(3)
Molecular formula: C15H50N6O10
Method: DFT, wB97M-V/def2-TZVPD

- calculated total energy (Ha) = -1682.32331
- relative energy (zero: lowest compared OMol25 entry of this formula, charge and spin) (eV) = 6.2805
- max |F| (hartree/bohr) = 0.1767
- molar mass (g/mol) = 474.597
- HOMO-LUMO gap (eV) = 8.8
- E_HOMO (eV) = -8.412

Geometry as ORCA input:
```
! RIJCOSX wB97M-V def2-TZVPD def2/J DEFGRID3
* xyz 0 1
N 0.93 -3.44 3.31
C 0.81 -3.66 2.04
N 1.46 -4.71 1.62
O -0.04 -2.98 1.20
H 0.60 -2.53 3.61
H 1.48 -3.96 3.92
H 1.54 -5.08 0.62
H 2.13 -5.09 2.26
N -3.17 -3.59 -1.88
C -2.66 -3.47 -0.73
N -1.88 -4.41 -0.42
O -2.88 -2.39 0.03
H -3.84 -2.84 -2.22
H -3.07 -4.45 -2.47
H -1.43 -4.19 0.51
H -1.87 -5.35 -0.86
N -1.18 -0.87 -4.23
C -1.49 -0.31 -3.06
N -0.55 0.34 -2.47
O -2.67 -0.47 -2.46
H -1.90 -1.55 -4.53
H -0.23 -1.00 -4.61
H -0.81 0.40 -1.51
H 0.29 0.81 -2.79
C 0.24 2.59 3.32
C -0.39 3.18 4.54
O 0.54 4.01 5.17
H 1.01 1.81 3.51
H 0.63 3.32 2.60
H -0.50 1.97 2.95
H -0.81 2.47 5.19
H -1.16 3.82 4.25
H 0.52 4.94 4.83
C 1.74 -1.94 -2.67
C 0.82 -2.56 -1.65
O 0.15 -3.71 -2.15
H 2.53 -1.43 -2.05
H 1.31 -1.17 -3.23
H 2.26 -2.71 -3.21
H 0.09 -1.95 -1.19
H 1.41 -2.89 -0.82
H -0.58 -3.80 -1.54
C -2.18 2.16 -0.37
C -2.49 0.79 0.34
O -1.32 -0.01 0.29
H -2.46 3.00 0.29
H -2.81 2.30 -1.23
H -1.14 2.17 -0.61
H -3.29 0.36 -0.23
H -2.77 0.96 1.39
H -1.53 -0.95 0.31
C 0.45 2.99 -3.48
C 1.89 2.53 -3.18
O 1.85 1.28 -2.55
H 0.41 4.00 -3.88
H -0.14 3.02 -2.56
H -0.12 2.29 -4.09
H 2.41 3.14 -2.42
H 2.57 2.45 -4.04
H 2.79 1.05 -2.43
C 2.86 1.09 0.48
C 1.53 0.34 0.56
O 1.80 -0.97 1.06
H 3.62 0.65 -0.18
H 3.35 1.13 1.44
H 2.63 2.06 0.04
H 1.07 0.16 -0.37
H 0.81 0.89 1.07
H 0.98 -1.31 1.43
C 0.67 4.22 -0.28
O 1.71 5.09 -0.57
H 0.86 3.20 -0.23
H -0.14 4.38 -0.95
H 0.28 4.48 0.69
H 2.22 5.10 0.28
C -1.26 -0.94 3.36
O 0.13 -0.81 3.65
H -1.70 0.04 3.49
H -1.80 -1.67 3.89
H -1.38 -1.37 2.37
H 0.28 -0.46 4.52
*
```

=====

(4)
Molecular formula: C14H15BLuN7
Method: DFT, wB97M-V/def2-TZVPD

- calculated total energy (Ha) = -2185.79448
- max |F| (hartree/bohr) = 0.0093
- molar mass (g/mol) = 467.102
- HOMO-LUMO gap (eV) = 8.6
- E_HOMO (eV) = -15.670

Geometry as ORCA input:
```
! RIJCOSX wB97M-V def2-TZVPD def2/J DEFGRID3
* xyz 2 1
Lu 1.11 0.32 0.22
C 0.94 4.58 -1.22
C 1.72 3.64 -0.57
N 1.05 2.48 -0.44
N -0.18 2.67 -1.01
C -0.25 3.92 -1.48
B -1.30 1.60 -1.10
N -1.71 1.13 0.34
C -2.91 1.21 0.90
C -2.84 0.70 2.19
C -1.53 0.29 2.34
N -0.83 0.56 1.23
N -0.82 0.38 -1.96
C -1.44 -0.12 -3.03
C -0.65 -1.13 -3.58
C 0.45 -1.20 -2.76
N 0.37 -0.28 -1.78
H 1.20 5.59 -1.46
H 2.72 3.73 -0.18
H -1.14 4.27 -1.97
H -2.26 2.07 -1.62
H -3.74 1.63 0.36
H -3.64 0.64 2.91
H -1.06 -0.17 3.19
H -2.39 0.27 -3.35
H -0.85 -1.71 -4.46
H 1.32 -1.83 -2.84
C 1.77 -4.27 2.41
C 1.44 -4.14 1.06
C 1.37 -2.87 0.53
N 1.59 -1.76 1.26
C 1.91 -1.90 2.56
C 2.01 -3.13 3.16
H 1.84 -5.25 2.85
H 1.25 -5.00 0.44
H 1.11 -2.73 -0.51
H 2.10 -1.00 3.13
H 2.28 -3.20 4.21
*
```

=====

(5)
Molecular formula: C33H37N6OP2Re
Method: DFT, wB97M-V/def2-TZVPD

- <S²> = 0.7883
- calculated total energy (Ha) = -2443.60774
- relative energy (zero: lowest compared OMol25 entry of this formula, charge and spin) (eV) = 0.1964
- max |F| (hartree/bohr) = 0.0353
- molar mass (g/mol) = 781.855
- HOMO-LUMO gap (alpha / beta) (eV) = 4.6 / 5.2
- E_HOMO (alpha / beta) (eV) = -15.981 / -15.989

Geometry as ORCA input:
```
! RIJCOSX wB97M-V def2-TZVPD def2/J DEFGRID3
* xyz 3 2
Re -0.51 0.69 0.33
C -4.90 0.68 1.18
C -5.06 -0.48 1.94
C -3.96 -1.30 2.14
C -2.73 -0.97 1.59
N -2.58 0.17 0.88
C -3.65 0.96 0.68
C -1.52 -1.79 1.69
C -1.50 -3.05 2.28
C -0.35 -3.82 2.25
C 0.80 -3.35 1.63
C 0.80 -2.09 1.06
C -0.34 -1.27 1.10
H -5.72 1.35 0.99
H -6.02 -0.73 2.36
H -4.07 -2.20 2.72
H -3.49 1.86 0.09
H -2.39 -3.45 2.74
H -0.36 -4.81 2.69
H 1.69 -3.96 1.58
H 1.70 -1.74 0.56
C 2.95 0.33 1.75
P 1.97 0.97 0.34
C 2.85 0.39 -1.14
C 2.30 2.77 0.39
C 1.65 3.50 -0.79
P -0.06 2.89 -1.20
C -1.04 4.44 -1.21
C 0.06 2.55 -3.00
H 3.79 -0.25 1.36
H 2.36 -0.31 2.40
H 3.34 1.17 2.33
H 3.84 0.84 -1.16
H 2.32 0.65 -2.05
H 2.96 -0.70 -1.11
H 3.38 2.91 0.39
H 1.92 3.15 1.35
H 2.26 3.36 -1.68
H 1.59 4.56 -0.58
H -0.69 5.05 -2.05
H -0.90 4.99 -0.28
H -2.10 4.24 -1.35
H 0.65 3.35 -3.47
H -0.93 2.54 -3.45
H 0.54 1.59 -3.19
N -0.73 5.14 6.18
C -0.12 4.97 5.01
O 0.70 5.71 4.50
C -0.44 3.77 4.14
C -1.22 3.98 3.00
C -1.26 3.02 2.03
N -0.56 1.87 2.11
C 0.13 1.63 3.25
C 0.20 2.54 4.28
H -0.51 5.97 6.72
H -1.35 4.47 6.59
H -1.76 4.91 2.87
H -1.88 3.17 1.15
H 0.65 0.68 3.31
H 0.77 2.30 5.17
N -6.24 0.01 -8.62
C -5.48 -0.11 -7.76
C -4.56 -0.26 -6.68
C -4.93 0.20 -5.41
C -4.06 0.05 -4.35
C -2.82 -0.55 -4.55
C -2.45 -1.01 -5.80
C -3.33 -0.87 -6.87
N -1.92 -0.68 -3.44
C -0.96 -1.66 -3.28
C -0.32 -1.40 -2.11
N -0.87 -0.26 -1.56
C -1.82 0.15 -2.40
H -5.89 0.67 -5.27
H -4.37 0.35 -3.36
H -1.48 -1.46 -5.97
H -3.05 -1.23 -7.85
H -0.84 -2.48 -3.97
H 0.47 -1.95 -1.63
H -2.43 1.02 -2.27
*
```